Record 1
Molecular formula: C2H6N7O4
Method: DFT, ωB97M-V/def2-TZVPD

## Properties
Max |F| in Eh/bohr: 0.085
Charge: +1
2S+1: 1
ΔE to the lowest compared entry with this formula, charge and spin in kcal per mole: 10.6
Energy in a.u.: -763.5122

Each line ends with the Löwdin charge.
Positions of all 19 atoms, in Å:
H  0.6218  0.1821  2.0094  0.071
O  2.4163  3.6778  1.1282  0.070
C  0.4445  0.9441  0.1857  -0.402
O  3.9840  5.0648  0.4119  0.277
N  2.0049  2.4117  1.2193  -0.282
N  3.9110  4.0189  0.8446  -0.335
N  -4.2022  0.1372  0.8031  0.151
N  0.3007  -0.0219  1.1320  0.175
H  0.2808  -1.0008  1.0097  0.101
O  2.5445  1.6311  1.9917  0.099
H  -0.9624  -0.4660  -2.1649  0.158
N  -3.3620  -0.1969  0.1769  0.063
H  -0.4095  -1.1269  -0.7692  0.096
N  -0.9426  -0.4290  -1.1608  0.167
N  1.0540  2.1299  0.3713  0.168
O  4.6037  3.1535  1.1447  0.237
H  -0.1226  1.6259  -1.7481  0.135
C  -0.1981  0.8490  -0.9817  -0.042
H  -1.9360  -0.4541  -0.6396  0.093

---

Record 2
Molecular formula: C2H6NO
Method: DFT, ωB97M-V/def2-TZVPD

## Properties
Max |F| in Eh/bohr: 0.028
SMILES: CNC[O-]
Charge: -1
2S+1: 1
ΔE to the lowest compared entry with this formula, charge and spin in kcal per mole: 12.2
Energy in a.u.: -209.7581

Each line ends with the Löwdin charge.
Positions of all 10 atoms, in Å:
H  1.7666  0.0236  0.1490  0.055
H  -1.7747  0.8130  -0.3461  0.053
H  -0.7872  -1.1340  -0.7552  0.063
H  1.8268  -1.1098  -1.0486  0.037
N  -0.1237  -0.3435  -0.8896  -0.155
H  -0.3099  1.7126  -0.4325  0.059
C  -0.7212  0.7578  -0.0288  -0.594
C  1.1536  -0.7976  -0.2392  -0.199
H  0.8670  -1.4782  0.5744  0.058
O  -0.5002  0.5378  1.2842  -0.378

---

Record 3
Molecular formula: C2H6NO
Method: DFT, ωB97M-V/def2-TZVPD

## Properties
Max |F| in Eh/bohr: 0.038
SMILES: NCC[O-]
Charge: -1
2S+1: 1
ΔE to the lowest compared entry with this formula, charge and spin in kcal per mole: 9.7
Energy in a.u.: -209.7621

Each line ends with the Löwdin charge.
Positions of all 10 atoms, in Å:
H  -1.2238  0.6169  0.7124  0.071
N  -0.1849  -1.2958  -0.7743  -0.042
C  -0.1640  0.9525  0.4980  -0.603
H  1.4727  -0.0541  -0.3428  0.083
H  0.7572  -0.8774  1.0509  0.065
H  -0.2813  -0.9896  -1.7070  0.009
H  -1.1546  -1.1438  -0.5306  0.021
C  0.5715  -0.3809  0.1449  -0.289
O  0.3816  1.7435  1.4235  -0.370
H  -0.1744  1.4287  -0.4750  0.056

---

Record 4
Molecular formula: C2H6NO2
Method: DFT, ωB97M-V/def2-TZVPD

## Properties
Max |F| in Eh/bohr: 0.057
Charge: -1
2S+1: 1
ΔE to the lowest compared entry with this formula, charge and spin in kcal per mole: 30.9
Energy in a.u.: -285.0618

Each line ends with the Löwdin charge.
Positions of all 11 atoms, in Å:
N  -0.4653  -0.4033  1.1618  -0.018
O  0.1819  0.9890  -0.8466  -0.246
H  2.0763  0.1804  -0.4952  0.059
H  -2.1438  -0.0215  0.2247  0.092
H  1.9505  1.3709  -1.8034  0.050
H  1.4251  -0.3418  -1.9482  0.053
C  -1.7984  -0.6126  1.0862  -0.553
C  1.4083  0.5610  -1.3031  -0.302
H  -0.0577  0.3506  0.0133  -0.015
O  -2.4847  -1.2128  1.9276  -0.145
H  -0.0921  -0.8599  1.9830  0.026

---

Record 5
Molecular formula: C2H6NO2
Method: DFT, ωB97M-V/def2-TZVPD

## Properties
Max |F| in Eh/bohr: 0.062
Charge: -1
2S+1: 1
ΔE to the lowest compared entry with this formula, charge and spin in kcal per mole: 47.8
Energy in a.u.: -285.0349

Each line ends with the Löwdin charge.
Positions of all 11 atoms, in Å:
H  2.1921  1.4804  1.9037  0.055
C  1.5185  0.6805  1.6604  -0.578
H  -0.4038  -1.9380  -1.5545  0.104
O  -0.7479  0.1880  -1.1329  -0.206
C  -1.2300  -1.0795  -1.5968  -0.206
H  -0.2297  0.2368  -0.2941  -0.001
N  0.4634  1.1878  1.0564  -0.029
O  1.7621  -0.5435  2.0278  -0.213
H  0.4761  2.1582  1.2701  -0.019
H  -1.8608  -0.9849  -2.4919  0.057
H  -1.9400  -1.3857  -0.8482  0.037

---

Record 6
Molecular formula: C2H6NO2
Method: DFT, ωB97M-V/def2-TZVPD

## Properties
Max |F| in Eh/bohr: 0.074
Charge: -1
2S+1: 1
ΔE to the lowest compared entry with this formula, charge and spin in kcal per mole: 38.1
Energy in a.u.: -285.0503

Each line ends with the Löwdin charge.
Positions of all 11 atoms, in Å:
O  2.6695  -2.2793  -0.2421  -0.237
H  -0.0915  0.7612  -0.3798  -0.009
H  1.8716  -0.2376  0.5528  0.005
N  1.4522  -0.2173  -0.3882  -0.062
H  0.9884  -1.7966  -1.5426  0.079
C  -1.7590  1.0337  0.5889  -0.251
H  -1.9228  -0.0426  0.5280  0.061
C  1.7819  -1.4821  -0.7888  -0.555
H  -1.3973  1.3077  1.6086  0.068
O  -0.8228  1.4144  -0.3397  -0.179
H  -2.7702  1.5386  0.4029  0.079

---

Record 7
Molecular formula: C2H6NO2
Method: DFT, ωB97M-V/def2-TZVPD

## Properties
Max |F| in Eh/bohr: 0.033
Charge: -1
2S+1: 1
ΔE to the lowest compared entry with this formula, charge and spin in kcal per mole: 31.4
Energy in a.u.: -285.0609

Each line ends with the Löwdin charge.
Positions of all 11 atoms, in Å:
O  -2.4432  -0.8525  2.1690  -0.150
H  -0.2297  -1.1379  0.7788  0.040
H  0.5419  0.3805  0.2439  -0.007
C  1.1878  0.1420  -1.6252  -0.270
N  -0.4653  -0.1983  1.1051  -0.003
H  2.1721  -0.1195  -2.0379  0.049
H  -1.8285  1.0266  1.9397  0.086
H  0.6575  -0.8144  -1.5456  0.056
C  -1.6030  -0.0456  1.7354  -0.604
H  0.7015  0.8008  -2.3551  0.054
O  1.3089  0.8183  -0.4082  -0.253

---

Record 8
Molecular formula: C2H6NO2P
Method: DFT, ωB97M-V/def2-TZVPD

## Properties
Max |F| in Eh/bohr: 0.085
SMILES: CP(C)ON=O
2S+1: 1
ΔE to the lowest compared entry with this formula, charge and spin in kcal per mole: 96.5
Energy in a.u.: -626.2666

Each line ends with the Löwdin charge.
Positions of all 12 atoms, in Å:
P  -0.1153  -1.0847  0.1661  0.994
N  -0.0266  0.5025  2.3176  -0.199
O  0.3804  1.3605  3.0983  -0.021
C  1.1381  -0.7377  -1.1729  -0.284
H  1.7117  -0.0802  -0.6375  -0.019
C  -1.3167  0.2410  -0.3826  -0.305
H  1.6098  -1.7538  -1.3728  0.054
O  0.8023  0.2074  1.3191  -0.332
H  0.5298  -0.3056  -1.9841  0.037
H  -2.1443  -0.1371  -0.8441  -0.009
H  -0.8874  1.1123  -1.0112  0.090
H  -1.6816  0.6754  0.5043  -0.006

---

Record 9
Molecular formula: C2H6NO3
Method: DFT, ωB97M-V/def2-TZVPD

## Properties
Max |F| in Eh/bohr: 0.074
Charge: -1
2S+1: 1
ΔE to the lowest compared entry with this formula, charge and spin in kcal per mole: 134.8
Energy in a.u.: -360.1565

Each line ends with the Löwdin charge.
Positions of all 12 atoms, in Å:
O  2.0403  -0.3851  -0.0426  -0.100
N  -2.0650  0.3307  0.1358  -0.209
H  -0.3106  0.5031  -1.3807  0.048
H  2.1352  -0.6748  -1.0178  0.119
O  0.2332  -1.7418  0.0445  -0.082
C  0.6657  -0.4001  0.3538  -0.573
O  -2.3335  -0.8472  -0.2812  -0.390
H  0.6798  -0.2762  1.4567  0.130
H  -1.5897  0.4024  1.1448  0.042
H  -0.7286  -1.9153  -0.0753  0.056
H  0.0217  1.6710  0.0572  0.075
C  -0.0756  0.6230  -0.3472  -0.117

---

Record 10
Molecular formula: C2H6NO3
Method: DFT, ωB97M-V/def2-TZVPD

## Properties
Max |F| in Eh/bohr: 0.039
Charge: -1
2S+1: 1
ΔE to the lowest compared entry with this formula, charge and spin in kcal per mole: 42.9
Energy in a.u.: -360.3029

Each line ends with the Löwdin charge.
Positions of all 12 atoms, in Å:
H  1.6604  1.5905  -1.6528  0.081
O  -0.3641  -0.6520  1.3648  -0.089
O  1.6779  -0.4542  -2.1115  -0.303
H  -3.0174  0.0611  1.2385  -0.010
H  3.0117  0.5425  -1.0031  0.075
C  0.3347  -0.5811  0.3511  -0.406
C  1.9184  0.5204  -1.2810  -0.572
H  -3.9125  -1.1515  1.3186  0.042
O  -3.8176  -0.2322  1.6257  -0.064
H  0.4394  -1.4000  -0.3741  0.115
N  1.0975  0.4627  -0.0068  0.027
H  0.9714  1.2938  0.5304  0.102